No. 1
{
  "formula": "C12H24BrClHfO10",
  "method": "wB97M-V/def2-TZVPD",
  "species": ["Hf", "Cl", "Br", "C", "O", "C", "O", "O", "C", "H", "H", "H", "H", "H", "H", "C", "O", "C", "O", "O", "C", "H", "H", "H", "H", "H", "H", "C", "O", "C", "O", "O", "C", "H", "H", "H", "H", "H", "H", "C", "C", "O", "C", "H", "H", "H", "H", "H", "H"],
  "xyz": [[-0.25, 0.15, 0.08], [1.34, 2.17, -0.85], [-2.01, -0.71, 2.21], [-3.40, -3.34, -1.20], [-2.19, -3.65, -1.76], [-1.08, -3.00, -1.38], [-1.00, -1.92, -0.74], [0.07, -3.69, -1.76], [0.05, -5.03, -2.24], [-3.37, -3.18, -0.12], [-4.13, -4.15, -1.26], [-3.88, -2.52, -1.73], [-0.44, -5.10, -3.20], [-0.48, -5.76, -1.63], [1.02, -5.51, -2.35], [3.12, 2.12, 2.54], [2.20, 2.21, 3.53], [0.98, 1.66, 3.24], [0.66, 1.16, 2.14], [0.17, 1.60, 4.35], [0.55, 2.06, 5.66], [4.10, 2.49, 2.88], [2.92, 2.79, 1.70], [3.24, 1.13, 2.10], [-0.05, 2.89, 6.04], [1.54, 2.50, 5.74], [0.36, 1.28, 6.39], [0.93, -2.25, -5.28], [0.29, -1.53, -4.16], [1.13, -0.99, -3.18], [0.71, -0.54, -2.06], [2.38, -0.99, -3.57], [3.42, -0.46, -2.82], [0.20, -2.86, -5.80], [1.72, -2.89, -4.89], [1.41, -1.62, -6.04], [3.50, -0.72, -1.76], [3.45, 0.62, -2.98], [4.36, -0.71, -3.32], [-2.72, 4.31, 0.73], [-2.07, 3.15, 1.39], [-1.48, 2.20, 0.79], [-2.13, 3.23, 2.91], [-3.74, 4.37, 1.12], [-2.79, 4.21, -0.36], [-2.13, 5.21, 0.87], [-3.15, 3.39, 3.25], [-1.44, 3.92, 3.39], [-1.89, 2.27, 3.38]],
  "max_force_ev_per_a": 4.22,
  "orbital_gap_ev": 6.63,
  "charge": 2,
  "e_tot_ev": -117164.982,
  "lumo_energy_ev": -8.874,
  "e_above_lowest_ev": 0.474
}



No. 2
{
  "formula": "C24H36O18",
  "method": "wB97M-V/def2-TZVPD",
  "species": ["C", "C", "C", "O", "C", "O", "O", "H", "H", "H", "H", "H", "H", "C", "C", "C", "O", "C", "O", "O", "H", "H", "H", "H", "H", "H", "C", "C", "C", "O", "C", "O", "O", "H", "H", "H", "H", "H", "H", "C", "C", "C", "O", "C", "O", "O", "H", "H", "H", "H", "H", "H", "C", "C", "C", "O", "C", "O", "O", "H", "H", "H", "H", "H", "H", "C", "C", "C", "O", "C", "O", "O", "H", "H", "H", "H", "H", "H"],
  "xyz": [[-1.22, 6.74, -0.57], [-0.30, 5.76, -1.25], [-0.14, 4.39, -0.53], [-0.73, 3.47, -1.43], [-0.75, 4.05, -2.64], [-0.69, 3.38, -3.67], [-0.82, 5.35, -2.57], [-2.23, 6.33, -0.49], [-1.19, 7.76, -0.97], [-0.74, 6.88, 0.39], [0.71, 6.16, -1.30], [-0.64, 4.35, 0.44], [0.92, 4.17, -0.43], [5.71, 0.15, -0.71], [4.84, 1.40, -0.79], [3.80, 1.46, -1.83], [2.61, 1.76, -1.03], [2.88, 1.81, 0.27], [2.04, 2.06, 1.13], [4.15, 1.49, 0.43], [6.45, 0.33, 0.07], [6.05, -0.06, -1.73], [5.15, -0.74, -0.42], [5.39, 2.33, -0.97], [3.73, 0.43, -2.20], [4.14, 2.09, -2.65], [-6.82, 0.88, -0.93], [-5.34, 0.70, -0.39], [-4.34, 0.46, -1.43], [-3.41, 1.46, -1.17], [-3.75, 2.29, -0.16], [-3.14, 3.30, 0.12], [-4.96, 1.94, 0.19], [-6.77, 1.64, -1.71], [-7.50, 1.29, -0.18], [-7.21, -0.03, -1.38], [-5.30, -0.08, 0.36], [-4.73, 0.56, -2.45], [-3.89, -0.52, -1.30], [4.09, -1.89, 1.91], [3.74, -1.39, 3.34], [2.25, -1.45, 3.65], [2.19, -2.30, 4.74], [3.37, -2.68, 5.19], [3.66, -3.17, 6.30], [4.22, -2.34, 4.26], [5.13, -2.12, 1.72], [3.82, -1.12, 1.18], [3.67, -2.87, 1.67], [4.12, -0.37, 3.42], [1.67, -1.87, 2.84], [1.88, -0.47, 3.95], [-0.32, 0.32, -2.33], [-0.33, -0.97, -1.49], [0.45, -0.84, -0.20], [-0.35, -1.53, 0.67], [-1.60, -1.41, 0.30], [-2.60, -1.68, 0.96], [-1.65, -1.07, -0.97], [-1.03, 0.32, -3.16], [0.68, 0.63, -2.61], [-0.57, 1.17, -1.69], [-0.05, -1.79, -2.16], [0.55, 0.19, 0.12], [1.47, -1.23, -0.32], [-1.63, -4.77, 1.94], [-1.71, -5.60, 0.64], [-2.49, -4.95, -0.50], [-1.54, -4.46, -1.39], [-0.35, -4.99, -1.06], [0.71, -4.90, -1.62], [-0.44, -5.72, 0.02], [-1.13, -5.36, 2.71], [-2.54, -4.35, 2.37], [-0.96, -3.94, 1.72], [-2.13, -6.55, 0.95], [-2.97, -4.03, -0.16], [-3.18, -5.63, -1.01]],
  "max_force_ev_per_a": 4.48,
  "orbital_gap_ev": 10.50,
  "e_tot_ev": -62326.190,
  "lumo_energy_ev": 0.155,
  "smiles": "C[C@H]1COC(=O)O1.C[C@H]1COC(=O)O1.C[C@H]1COC(=O)O1.C[C@H]1COC(=O)O1.C[C@H]1COC(=O)O1.C[C@H]1COC(=O)O1",
  "e_above_lowest_ev": 3.138
}



No. 3
{
  "formula": "CH11N2O3",
  "method": "wB97M-V/def2-TZVPD",
  "species": ["N", "C", "N", "H", "H", "H", "H", "H", "H", "H", "O", "H", "H", "O", "H", "H", "O"],
  "xyz": [[0.69, -1.07, 0.98], [0.90, -1.35, 2.25], [1.29, -0.41, 3.08], [0.66, -0.12, 0.62], [0.45, -1.82, 0.35], [0.21, -2.09, 2.69], [1.41, -0.51, 4.07], [1.31, 0.53, 2.71], [2.07, 0.00, -3.53], [1.34, -1.26, -4.17], [1.39, -0.66, -3.42], [-0.33, 2.71, -0.35], [-1.23, 1.52, -0.57], [-0.41, 1.78, -0.12], [-3.23, 0.62, -2.25], [-3.65, 1.16, -0.91], [-2.86, 0.96, -1.43]],
  "max_force_ev_per_a": 3.18,
  "orbital_gap_ev": 9.86,
  "charge": 1,
  "e_tot_ev": -10331.931,
  "lumo_energy_ev": -4.165,
  "e_above_lowest_ev": 1.410
}



No. 4
{
  "formula": "C2H2NO3",
  "method": "wB97M-V/def2-TZVPD",
  "species": ["C", "C", "N", "O", "O", "O", "H", "H"],
  "xyz": [[1.78, 0.41, -0.07], [-1.23, -0.17, 0.04], [-0.22, -0.72, -0.77], [2.65, -0.35, -0.24], [1.29, 1.45, 0.11], [-0.88, -1.38, 0.48], [-1.08, 0.80, 0.67], [-2.31, -0.04, -0.22]],
  "max_force_ev_per_a": 3.54,
  "orbital_gap_ev": 6.35,
  "charge": -1,
  "e_tot_ev": -9736.729,
  "lumo_energy_ev": 4.085,
  "e_above_lowest_ev": 4.924
}



No. 5
{
  "formula": "C13H15BeBrCl3CsN2O6S",
  "method": "wB97M-V/def2-TZVPD",
  "species": ["O", "S", "O", "O", "C", "C", "C", "C", "C", "C", "N", "C", "O", "H", "H", "H", "H", "H", "H", "H", "N", "H", "H", "H", "H", "C", "C", "C", "O", "C", "C", "C", "O", "H", "H", "H", "H", "Br", "Be", "Cl", "Cl", "Cs", "Cl"],
  "xyz": [[-0.70, 3.11, -0.32], [0.55, 2.63, -0.88], [1.22, 3.89, -1.35], [1.41, 1.62, 0.10], [1.21, 0.24, -0.29], [0.21, 0.19, -1.45], [-1.34, 0.25, -1.05], [-2.30, 0.96, -1.83], [-3.56, 0.94, -1.26], [-3.80, 0.27, -0.05], [-2.97, -0.43, 0.68], [-1.73, -0.38, 0.09], [0.41, 1.52, -2.04], [0.84, -0.30, 0.59], [2.21, -0.16, -0.52], [0.43, -0.56, -2.18], [-2.04, 1.46, -2.75], [-4.38, 1.46, -1.76], [-4.83, 0.33, 0.35], [-0.96, -0.94, 0.63], [-6.72, 0.61, -2.47], [-7.56, 0.24, -3.05], [-6.03, -0.15, -2.32], [-6.27, 1.38, -2.97], [-7.05, 0.94, -1.56], [5.69, -1.90, 2.96], [5.25, -1.84, 1.60], [3.90, -1.77, 1.29], [3.47, -1.71, 0.04], [2.92, -1.74, 2.39], [3.28, -1.78, 3.68], [4.69, -1.85, 4.07], [5.04, -1.87, 5.22], [6.73, -1.93, 3.24], [5.95, -1.86, 0.78], [1.88, -1.68, 2.09], [2.56, -1.76, 4.48], [1.56, 3.92, 1.00], [-8.86, 1.07, -4.01], [6.32, -3.93, 2.33], [-1.16, -0.72, -3.28], [0.38, 5.80, 0.28], [4.15, -3.54, -0.51]],
  "max_force_ev_per_a": 14.41,
  "orbital_gap_ev": 3.63,
  "e_tot_ev": -148365.716,
  "lumo_energy_ev": -2.650,
  "e_above_lowest_ev": 4.425
}



What did the fifth record say?
{
  "formula": "C13H15BeBrCl3CsN2O6S",
  "method": "wB97M-V/def2-TZVPD",
  "species": ["O", "S", "O", "O", "C", "C", "C", "C", "C", "C", "N", "C", "O", "H", "H", "H", "H", "H", "H", "H", "N", "H", "H", "H", "H", "C", "C", "C", "O", "C", "C", "C", "O", "H", "H", "H", "H", "Br", "Be", "Cl", "Cl", "Cs", "Cl"],
  "xyz": [[-0.70, 3.11, -0.32], [0.55, 2.63, -0.88], [1.22, 3.89, -1.35], [1.41, 1.62, 0.10], [1.21, 0.24, -0.29], [0.21, 0.19, -1.45], [-1.34, 0.25, -1.05], [-2.30, 0.96, -1.83], [-3.56, 0.94, -1.26], [-3.80, 0.27, -0.05], [-2.97, -0.43, 0.68], [-1.73, -0.38, 0.09], [0.41, 1.52, -2.04], [0.84, -0.30, 0.59], [2.21, -0.16, -0.52], [0.43, -0.56, -2.18], [-2.04, 1.46, -2.75], [-4.38, 1.46, -1.76], [-4.83, 0.33, 0.35], [-0.96, -0.94, 0.63], [-6.72, 0.61, -2.47], [-7.56, 0.24, -3.05], [-6.03, -0.15, -2.32], [-6.27, 1.38, -2.97], [-7.05, 0.94, -1.56], [5.69, -1.90, 2.96], [5.25, -1.84, 1.60], [3.90, -1.77, 1.29], [3.47, -1.71, 0.04], [2.92, -1.74, 2.39], [3.28, -1.78, 3.68], [4.69, -1.85, 4.07], [5.04, -1.87, 5.22], [6.73, -1.93, 3.24], [5.95, -1.86, 0.78], [1.88, -1.68, 2.09], [2.56, -1.76, 4.48], [1.56, 3.92, 1.00], [-8.86, 1.07, -4.01], [6.32, -3.93, 2.33], [-1.16, -0.72, -3.28], [0.38, 5.80, 0.28], [4.15, -3.54, -0.51]],
  "max_force_ev_per_a": 14.41,
  "orbital_gap_ev": 3.63,
  "e_tot_ev": -148365.716,
  "lumo_energy_ev": -2.650,
  "e_above_lowest_ev": 4.425
}



Repeat the fifth record exactly.
{
  "formula": "C13H15BeBrCl3CsN2O6S",
  "method": "wB97M-V/def2-TZVPD",
  "species": ["O", "S", "O", "O", "C", "C", "C", "C", "C", "C", "N", "C", "O", "H", "H", "H", "H", "H", "H", "H", "N", "H", "H", "H", "H", "C", "C", "C", "O", "C", "C", "C", "O", "H", "H", "H", "H", "Br", "Be", "Cl", "Cl", "Cs", "Cl"],
  "xyz": [[-0.70, 3.11, -0.32], [0.55, 2.63, -0.88], [1.22, 3.89, -1.35], [1.41, 1.62, 0.10], [1.21, 0.24, -0.29], [0.21, 0.19, -1.45], [-1.34, 0.25, -1.05], [-2.30, 0.96, -1.83], [-3.56, 0.94, -1.26], [-3.80, 0.27, -0.05], [-2.97, -0.43, 0.68], [-1.73, -0.38, 0.09], [0.41, 1.52, -2.04], [0.84, -0.30, 0.59], [2.21, -0.16, -0.52], [0.43, -0.56, -2.18], [-2.04, 1.46, -2.75], [-4.38, 1.46, -1.76], [-4.83, 0.33, 0.35], [-0.96, -0.94, 0.63], [-6.72, 0.61, -2.47], [-7.56, 0.24, -3.05], [-6.03, -0.15, -2.32], [-6.27, 1.38, -2.97], [-7.05, 0.94, -1.56], [5.69, -1.90, 2.96], [5.25, -1.84, 1.60], [3.90, -1.77, 1.29], [3.47, -1.71, 0.04], [2.92, -1.74, 2.39], [3.28, -1.78, 3.68], [4.69, -1.85, 4.07], [5.04, -1.87, 5.22], [6.73, -1.93, 3.24], [5.95, -1.86, 0.78], [1.88, -1.68, 2.09], [2.56, -1.76, 4.48], [1.56, 3.92, 1.00], [-8.86, 1.07, -4.01], [6.32, -3.93, 2.33], [-1.16, -0.72, -3.28], [0.38, 5.80, 0.28], [4.15, -3.54, -0.51]],
  "max_force_ev_per_a": 14.41,
  "orbital_gap_ev": 3.63,
  "e_tot_ev": -148365.716,
  "lumo_energy_ev": -2.650,
  "e_above_lowest_ev": 4.425
}